A structure of composition C9H12NNiOS9. Source: the Open Molecules 2025 dataset; level of theory: ωB97M-V with the def2-TZVPD basis set.

Last column: Mulliken charge in e.
CARTESIAN COORDINATES (ANGSTROEM)
1 Ni -0.41360 -0.37307 -1.38689  0.402
2 S -3.70770 -6.72690 -1.65320  -0.339
3 C -2.85431 -5.31292 -1.50008  0.089
4 S -1.49519 -4.89706 -2.46654  -0.129
5 C -1.17348 -3.30850 -1.80675  0.113
6 C -2.00030 -2.92252 -0.81495  0.133
7 S -1.89030 -1.42790 0.07112  -0.388
8 S -3.23348 -4.07927 -0.36487  -0.119
9 S 0.16035 -2.38975 -2.44090  -0.379
10 C 1.84762 0.43207 2.31845  -0.661
11 C 2.41026 -0.38086 1.16148  -0.664
12 S 1.87677 -0.02207 -0.52832  0.063
13 C 1.99127 1.76945 -0.69761  -0.878
14 C 0.85604 2.62254 -0.11265  -0.657
15 S -0.79886 1.93118 -0.38049  -0.017
16 C -1.57317 1.87095 1.26363  -0.510
17 C -0.71235 1.68761 2.50458  -0.903
18 S 0.10852 0.08495 2.69448  -0.022
19 H 1.98757 1.50040 2.16497  0.243
20 H 2.42560 0.17223 3.20803  0.446
21 H 2.15556 -1.43549 1.28494  0.363
22 H 3.50041 -0.30615 1.17362  0.412
23 H 2.01622 1.89842 -1.78261  0.255
24 H 2.95099 2.11535 -0.30638  0.563
25 H 0.88728 3.60067 -0.59417  0.468
26 H 0.99364 2.78876 0.95099  0.226
27 H -2.27213 1.03685 1.17155  0.326
28 H -2.16084 2.78368 1.38095  0.442
29 H -1.38072 1.77819 3.36343  0.415
30 H 0.02515 2.48143 2.62634  0.455
31 S 0.84328 1.54886 -4.21319  -0.377
32 O -1.28995 0.62434 -3.21955  -0.443
33 N -0.08012 0.85452 -3.06940  0.073

Computed properties:
Kohn-Sham gap (spin up / spin down): 5.69 / 5.65 eV
<S²>: 2.012
Relative energy (zero: lowest compared OMol25 entry of this formula, charge and spin): 7.17 kcal/mol
E: -151626.95794 eV
Spin multiplicity: 3
Total charge: -1
HOMO energy (spin up / spin down): -3.6 / -3.6 eV

A structure of composition C32H41N7O3PS3Ti. Source: the Open Molecules 2025 dataset; level of theory: ωB97M-V with the def2-TZVPD basis set.

Last column: Mulliken charge in e.
CARTESIAN COORDINATES (ANGSTROEM)
1 Ti 1.15476 0.85818 0.15666  0.225
2 C 4.46521 -1.31660 -1.13585  -1.398
3 C 3.67592 -0.43044 -0.20476  0.774
4 O 2.55741 0.10164 -0.68040  -0.812
5 C 4.11828 -0.20697 1.08590  -0.977
6 C 3.45341 0.58233 2.04996  0.748
7 C 4.03861 0.79507 3.41706  -1.468
8 N 2.24912 1.12819 1.76516  1.037
9 N 1.70119 1.96942 2.69243  -1.029
10 C 0.59907 2.50218 2.21466  0.361
11 O 0.17273 2.12949 1.01543  -0.521
12 C -0.10217 3.53985 2.95230  0.438
13 C -0.90827 4.45842 2.26468  -0.412
14 C -1.53629 5.48832 2.94101  -0.514
15 C -1.40240 5.61364 4.31937  -0.412
16 C -0.61734 4.69665 5.01184  -0.583
17 C 0.02976 3.67583 4.34086  -0.475
18 H 5.00914 -0.72672 -1.88204  0.335
19 H 3.79641 -1.99082 -1.67826  0.243
20 H 5.18642 -1.90576 -0.57079  0.336
21 H 5.07100 -0.63400 1.37202  0.209
22 H 5.02626 0.34034 3.48992  0.404
23 H 3.37804 0.35644 4.17192  0.268
24 H 4.10121 1.86160 3.64060  0.314
25 H -1.00609 4.35074 1.19190  0.462
26 H -2.13770 6.20438 2.39298  0.369
27 H -1.90748 6.41034 4.85166  0.364
28 H -0.51784 4.78084 6.08807  0.357
29 H 0.64920 2.96534 4.87240  0.418
30 O 0.35069 -0.91762 0.65316  1.201
31 P -0.48448 -2.14463 0.66696  -2.480
32 N -1.95834 -1.79569 1.33454  0.381
33 C -2.13209 -0.51064 2.05459  0.134
34 C -2.88628 -0.90263 3.31986  -0.806
35 C -3.77757 -2.04072 2.82134  -0.684
36 C -2.84329 -2.82061 1.89578  -0.342
37 N 0.28579 -3.26438 1.65839  1.111
38 C 1.21531 -2.71903 2.67026  -0.083
39 C 1.94769 -3.95572 3.22664  -0.773
40 C 1.25131 -5.15687 2.56853  -0.795
41 C 0.76725 -4.57509 1.24451  -0.410
42 N -0.74224 -2.86131 -0.78293  0.663
43 C -1.74458 -3.89511 -1.06214  -0.409
44 C -1.08602 -4.77320 -2.12445  -0.768
45 C -0.21067 -3.77480 -2.88226  -0.626
46 C 0.35275 -2.89263 -1.77224  -0.093
47 H -2.72829 0.17191 1.44289  0.286
48 H -1.17620 -0.02975 2.25130  -0.304
49 H -3.45016 -0.06916 3.73549  0.449
50 H -2.19362 -1.27959 4.07674  0.259
51 H -4.60616 -1.62744 2.24257  0.320
52 H -4.17997 -2.66405 3.61933  0.391
53 H -3.39570 -3.33826 1.10926  0.141
54 H -2.26566 -3.56494 2.45986  0.259
55 H 0.64126 -2.19278 3.43731  0.310
56 H 1.91643 -2.00357 2.23365  -0.211
57 H 1.89606 -3.99944 4.31351  0.357
58 H 2.99718 -3.92666 2.93348  0.347
59 H 0.39088 -5.46900 3.16330  0.314
60 H 1.91905 -6.00804 2.43477  0.396
61 H -0.03370 -5.15517 0.78325  0.161
62 H 1.60795 -4.51480 0.53828  0.226
63 H -2.65628 -3.43250 -1.45455  0.293
64 H -2.00083 -4.46170 -0.16432  0.374
65 H -1.81994 -5.26039 -2.76540  0.442
66 H -0.46569 -5.53906 -1.65162  0.218
67 H -0.83747 -3.18087 -3.54271  0.191
68 H 0.57454 -4.24825 -3.46930  0.424
69 H 0.58943 -1.87902 -2.09900  0.045
70 H 1.25891 -3.34213 -1.34711  0.030
71 S -1.44621 0.79805 -7.30113  -0.447
72 C -1.17580 1.30001 -5.74064  0.169
73 S -0.97378 0.12284 -4.46695  -0.106
74 C -0.75248 1.42199 -3.26619  0.074
75 N -0.80545 2.57703 -3.82287  -0.777
76 N -1.04616 2.54154 -5.18308  0.561
77 C -1.15152 3.81797 -5.79578  0.713
78 C -1.54543 4.02283 -7.11982  -0.427
79 C -1.62048 5.30859 -7.63251  -0.652
80 C -1.31717 6.41268 -6.85367  -0.442
81 C -0.92725 6.21086 -5.53768  -0.581
82 C -0.84496 4.93725 -5.01005  -0.359
83 S -0.65871 1.05584 -1.60579  -0.432
84 H -1.78995 3.18665 -7.74716  0.169
85 H -1.91863 5.44618 -8.66455  0.343
86 H -1.38752 7.41116 -7.26599  0.368
87 H -0.67738 7.06342 -4.91852  0.345
88 H -0.54592 4.78246 -3.98579  0.482

Computed properties:
Kohn-Sham gap (spin up / spin down): 3.93 / 6.50 eV
<S²>: 2.055
Relative energy (zero: lowest compared OMol25 entry of this formula, charge and spin): 0.00 kcal/mol
E: -115338.23622 eV
Spin multiplicity: 3
Total charge: -1
HOMO energy (spin up / spin down): -1.7 / -4.3 eV

A cluster of 10 separate species, C38H76Br2O18S9 in total. Source: the Open Molecules 2025 dataset; level of theory: ωB97M-V with the def2-TZVPD basis set.

Last column: Mulliken charge in e.
CARTESIAN COORDINATES (ANGSTROEM)
1 C -5.41824 1.14687 2.78334  -0.776
2 C -3.91816 1.15734 2.39752  -0.095
3 C -3.22505 2.31457 3.20699  0.294
4 S -4.09806 2.23493 4.82299  1.074
5 O -4.59285 3.58518 5.16494  -0.704
6 O -3.32233 1.41060 5.78439  -0.578
7 C -5.49918 1.20608 4.23987  -0.694
8 H -5.79297 0.23003 2.32827  0.327
9 H -6.07229 1.90578 2.35396  0.366
10 H -3.59888 1.33637 1.37082  0.212
11 H -3.44428 0.24591 2.76197  -0.004
12 H -3.39745 3.27751 2.72625  0.445
13 H -2.16140 2.18806 3.40883  -0.565
14 H -6.40983 1.63130 4.66177  0.437
15 H -5.31935 0.19689 4.61042  0.324
16 C -3.69790 -5.54910 1.16359  -0.598
17 C -5.00448 -5.20255 1.84636  -0.570
18 C -5.84290 -4.54091 0.73443  -0.955
19 S -4.68203 -3.65291 -0.29739  1.333
20 O -4.85878 -2.21925 -0.01861  -0.575
21 O -4.77811 -4.14361 -1.66031  -0.731
22 C -3.17019 -4.24670 0.48489  0.158
23 H -3.88100 -6.27218 0.36878  0.358
24 H -3.01587 -5.92974 1.92388  0.395
25 H -4.97352 -4.57693 2.73840  0.312
26 H -5.54152 -6.11539 2.10406  0.317
27 H -6.56910 -3.82752 1.12404  0.373
28 H -6.45596 -5.20150 0.12134  0.403
29 H -3.05412 -3.52952 1.29747  0.132
30 H -2.24811 -4.14406 -0.08723  -0.445
31 C -5.08645 -0.46998 -3.22736  -0.622
32 C -5.05140 0.93597 -3.87461  -0.498
33 C -4.28020 0.79383 -5.24510  -0.839
34 S -2.91753 -0.44975 -4.94523  0.898
35 O -1.60606 0.19206 -4.70467  -0.320
36 O -2.91685 -1.59538 -5.94065  -0.735
37 C -3.69106 -1.08376 -3.33411  0.052
38 H -5.84467 -1.09637 -3.69731  0.378
39 H -5.46470 -0.47015 -2.20510  0.260
40 H -4.54996 1.71238 -3.29682  0.134
41 H -6.05717 1.28937 -4.10183  0.400
42 H -3.92046 1.76864 -5.57439  0.416
43 H -4.98554 0.26997 -5.89021  0.386
44 H -3.09358 -0.65685 -2.52860  -0.459
45 H -3.55184 -2.16366 -3.28366  0.521
46 C 3.26585 4.10989 -3.49082  -0.433
47 C 3.18397 4.18094 -1.99226  0.367
48 C 2.74146 5.59110 -1.73103  -0.815
49 S 1.47535 6.03592 -3.00258  1.099
50 O 1.87399 7.32474 -3.56606  -0.676
51 O 0.15217 5.88880 -2.38101  -0.618
52 C 1.93338 4.64550 -4.08478  -0.664
53 H 3.48583 3.10364 -3.84746  -0.278
54 H 4.11721 4.64821 -3.90735  0.453
55 H 4.14703 3.89311 -1.57064  0.439
56 H 2.47753 3.44759 -1.60337  -0.285
57 H 3.52409 6.32962 -1.90477  0.447
58 H 2.36231 5.74754 -0.72115  0.192
59 H 1.89290 5.06652 -5.08937  0.584
60 H 1.10694 3.93568 -4.04954  0.237
61 C 1.47567 0.68791 -4.50146  -0.114
62 C 2.57199 -0.00829 -3.68879  1.064
63 C 3.74744 -0.28936 -4.64559  -1.005
64 S 2.91108 -1.05072 -6.06689  1.084
65 O 2.55822 -2.41781 -5.85701  -0.534
66 O 3.44925 -0.59044 -7.33023  -0.729
67 C 1.26244 -0.09574 -5.80187  -0.757
68 H 1.88970 1.66565 -4.74786  -0.193
69 H 0.58684 0.97494 -3.93961  0.467
70 H 2.17223 -0.89271 -3.19271  -0.486
71 H 2.93606 0.61280 -2.87037  -0.447
72 H 4.39199 -1.03848 -4.18573  0.530
73 H 4.18242 0.65561 -4.97106  0.399
74 H 0.48344 -0.83230 -5.60504  0.148
75 H 0.93988 0.37681 -6.72964  0.518
76 C 3.10410 4.80983 4.11866  -0.651
77 C 3.00428 3.49509 4.94956  -0.737
78 C 2.82396 2.32554 3.89299  -0.345
79 S 1.64028 3.06439 2.59602  1.074
80 O 0.20738 2.78428 2.93298  -0.553
81 O 2.18850 2.70861 1.25795  -0.472
82 C 2.11727 4.85791 3.04952  -0.519
83 H 4.13436 4.95765 3.79491  0.318
84 H 2.88670 5.67818 4.74060  0.309
85 H 2.22590 3.44664 5.71106  0.295
86 H 3.89337 3.42266 5.57595  0.466
87 H 2.41594 1.39232 4.28121  0.077
88 H 3.75657 2.26135 3.33243  0.235
89 H 1.20736 5.44433 3.17708  0.492
90 H 2.46340 5.20915 2.07745  0.024
91 C 0.05374 -1.94684 4.74317  -1.074
92 C -0.13112 -0.61887 4.07334  1.292
93 C -0.57448 0.36253 5.21357  -0.901
94 S 0.55103 0.01711 6.59804  1.150
95 O -0.28343 -0.20261 7.80945  -0.737
96 O 1.79006 0.77582 6.76637  -0.616
97 C 0.89577 -1.78402 6.04860  -0.877
98 H 0.51081 -2.62680 4.02425  0.487
99 H -0.92920 -2.34570 4.99386  0.387
100 H -0.91231 -0.71796 3.31967  -0.330
101 H 0.76789 -0.25835 3.57342  -0.534
102 H -1.49225 -0.04076 5.64155  0.458
103 H -0.72017 1.42468 5.01683  0.479
104 H 0.50312 -2.40431 6.85431  0.412
105 H 1.98390 -1.84735 6.03975  0.373
106 C 5.87555 -1.27881 1.24932  -0.702
107 C 5.53488 -0.43246 -0.03286  -0.656
108 C 4.26831 0.37823 0.23580  -0.015
109 S 3.16442 -0.89198 0.94893  0.633
110 O 2.27388 -1.46745 -0.05869  -0.304
111 O 2.58479 -0.41878 2.22306  -0.694
112 C 4.59975 -2.14422 1.39288  -0.789
113 H 6.01219 -0.60562 2.09563  0.323
114 H 6.72671 -1.95696 1.18818  0.416
115 H 5.42875 -1.14403 -0.85170  0.253
116 H 6.33005 0.27899 -0.25568  0.450
117 H 3.82026 0.94052 -0.58346  -0.034
118 H 4.35070 0.95454 1.15730  0.000
119 H 4.52142 -2.87495 0.58790  0.313
120 H 4.34901 -2.69645 2.29857  0.443
121 C 0.94582 -3.73081 -3.36954  -0.817
122 C 0.11076 -3.48631 -2.13718  0.955
123 C 0.52728 -4.35438 -1.01709  -0.967
124 S 2.13179 -5.15657 -1.52746  1.107
125 O 1.79523 -6.49293 -1.91024  -0.692
126 O 3.12102 -4.98474 -0.48018  -0.634
127 C 2.38123 -4.02650 -2.97596  -0.248
128 H 0.78623 -2.88264 -4.03531  0.156
129 H 0.44230 -4.51475 -3.93523  0.441
130 H -0.93057 -3.50452 -2.45873  0.186
131 H 0.30133 -2.51006 -1.69141  -0.767
132 H -0.13376 -5.14445 -0.66084  0.589
133 H 0.68673 -3.77826 -0.10563  0.305
134 H 3.01792 -4.40343 -3.77637  0.616
135 H 2.82511 -3.06898 -2.70349  -0.177
136 Br -1.91736 1.78887 -1.49515  -0.184
137 C -0.22242 1.21785 -0.58224  -0.044
138 C -0.57227 0.46031 0.60669  0.876
139 Br -1.39197 -1.33167 0.18553  0.395
140 H 0.46523 2.02712 -0.33667  0.326
141 H 0.37754 0.62925 -1.27629  -0.109
142 H -1.26130 1.07470 1.18623  0.266
143 H 0.35287 0.28913 1.15708  -1.138

Computed properties:
Kohn-Sham gap: 9.56 eV
Relative energy (zero: lowest compared OMol25 entry of this formula, charge and spin): 0.00 kcal/mol
E: -315089.68476 eV
Spin multiplicity: 1
HOMO energy: -9.8 eV

A structure of composition C6H7NO. Source: the Open Molecules 2025 dataset; level of theory: ωB97M-V with the def2-TZVPD basis set.

Last column: Mulliken charge in e.
CARTESIAN COORDINATES (ANGSTROEM)
1 C 0.58578 0.81338 -1.48751  -1.154
2 C 0.25348 0.22391 -0.18682  0.649
3 C -0.95245 -0.28842 1.31328  -0.012
4 C 0.34029 -1.09887 1.58285  -0.558
5 C 0.93014 -0.87710 0.45202  -0.458
6 C -1.20367 -0.51627 -0.32770  0.395
7 H 0.12635 1.70082 -1.99813  0.293
8 H 1.98446 0.95494 -1.55590  0.195
9 H 0.54787 -0.14354 -2.20596  0.310
10 H -0.94613 1.69569 0.51741  0.345
11 H -1.99088 -0.12450 1.84454  0.346
12 H 0.71263 -1.75979 2.45258  0.319
13 H 1.87113 -1.00635 -0.19760  0.307
14 N -0.19993 0.96894 0.92737  -0.490
15 O -2.05907 -0.54285 -1.13043  -0.488

Computed properties:
Kohn-Sham gap: 9.57 eV
Relative energy (zero: lowest compared OMol25 entry of this formula, charge and spin): 125.76 kcal/mol
E: -9867.20411 eV
Spin multiplicity: 1
HOMO energy: -8.7 eV